# C41H58ClF7N3O5P

A cluster of 4 separate species, C41H58ClF7N3O5P in total at a distorted geometry (ωB97M-V/def2-TZVPD, the OMol25 dataset).

SMILES string: NCCc1c(F)c([PH2]=O)c2nc(CC(=O)c3ccccc3)c(Cl)nc2c1C(=O)C(F)(F)C(F)(F)C(F)(F)C(=O)O.CCCCCC.CCCCCC.CCCCCC
LUMO energy, eV: -2.05
Gap between HOMO and LUMO, eV: 7.21
Charge: 0
Highest occupied orbital energy, eV: -9.3
F_max, eV Å⁻¹: 6.7
Spin multiplicity: 1

Structure (XYZ):
```
116
Properties=species:S:1:pos:R:3:forces:R:3:mulliken_charge:R:1
N 7.5752 -5.1161 -0.6757 -1.20 -0.06 0.11 -0.62
C 6.1571 -4.5871 -0.6248 0.38 0.25 0.94 -0.05
C 6.1419 -3.3589 0.4520 -0.77 -0.19 -0.98 -0.91
C 4.6842 -2.7160 0.5190 -2.02 0.80 0.70 -0.09
C 4.1743 -2.0164 -0.8191 -3.55 0.78 2.50 0.04
F 4.9709 -1.9238 -1.9884 -1.69 -0.31 3.00 -0.37
C 2.7690 -1.3864 -0.8351 2.56 -0.54 1.42 0.09
P 2.1915 -0.5126 -2.4413 -2.63 -3.93 -1.48 0.77
O 1.3522 -1.5679 -3.2068 1.75 2.34 1.49 -0.70
C 1.7691 -1.4183 0.4040 2.47 -0.63 -1.11 0.20
N 0.4824 -0.8119 0.1888 1.26 -2.77 5.97 -0.36
C -0.2687 -0.9750 1.3896 -0.47 0.34 -0.30 0.45
C -1.7765 -0.3735 1.3705 0.72 0.70 -0.44 -0.95
C -2.8829 -1.4549 0.9628 -1.12 -1.81 -2.44 0.20
O -2.9607 -1.9303 -0.2113 0.73 1.96 4.67 -0.55
C -3.9609 -1.9249 2.0416 -1.87 -0.39 2.25 0.60
C -4.1322 -3.4394 2.3865 -1.90 2.27 1.33 -0.27
C -5.1683 -3.9277 3.4354 0.30 4.09 -0.83 -0.52
C -6.0673 -2.8777 4.1535 2.70 1.64 -2.65 -0.37
C -5.8905 -1.3263 3.8141 2.21 -2.46 -2.03 -0.49
C -4.8415 -0.8343 2.7480 -0.71 -4.45 1.59 -0.36
C 0.1932 -1.6323 2.7232 2.96 -0.54 -1.87 -0.01
Cl -0.9411 -1.7341 4.1508 1.63 0.15 -2.08 -0.11
N 1.4948 -2.1795 2.8806 -2.84 2.19 -3.31 -0.34
C 2.2968 -2.0941 1.6912 0.01 -0.16 -0.20 0.36
C 3.7510 -2.7310 1.7772 -0.07 0.67 -3.80 0.70
C 4.3446 -3.4038 3.0861 3.42 2.83 0.51 -0.19
O 5.4586 -2.9521 3.4983 -4.61 -2.22 -1.63 -0.49
C 3.6667 -4.5513 3.9765 1.06 0.63 2.15 0.84
F 2.7319 -3.9140 4.8639 1.81 -1.79 -2.27 -0.24
F 4.7000 -5.0627 4.8440 -2.54 1.20 -2.23 -0.30
C 3.0526 -5.7955 3.1701 0.08 -2.34 0.41 0.48
F 3.7404 -6.9743 3.6455 -1.64 2.64 -1.35 -0.30
F 3.2597 -5.7701 1.7670 -0.45 0.43 3.01 -0.29
C 1.4844 -6.0921 3.5025 -0.45 -0.34 0.45 0.85
F 0.6369 -4.9882 3.2304 2.06 -2.19 1.02 -0.13
F 1.4463 -6.4753 4.8920 -0.18 1.28 -3.39 -0.27
C 0.9012 -7.3393 2.6337 -0.63 -3.43 -0.26 0.08
O 1.0094 -8.5350 2.9594 -0.14 5.13 -0.90 -0.46
O 0.1823 -6.9570 1.4372 0.48 -0.28 2.95 -0.42
H 8.1333 -4.7655 0.1151 -0.48 -0.55 -0.48 0.24
H 7.4960 -6.1434 -0.6484 0.55 0.85 0.17 0.27
H 5.8575 -4.2456 -1.6714 0.19 -0.47 1.55 0.16
H 5.4664 -5.4289 -0.2251 0.79 1.59 -0.80 0.17
H 6.5221 -3.8052 1.4298 -0.78 0.96 -1.19 0.38
H 6.8544 -2.5233 0.0928 -1.02 -1.39 0.58 0.32
H 1.3406 0.6298 -2.1494 1.25 -0.42 0.22 0.08
H 3.3119 -0.1586 -3.2755 -0.28 0.32 1.14 0.00
H -2.0149 0.1801 2.3584 0.38 -1.34 -1.49 0.48
H -1.7957 0.4429 0.5553 0.11 -1.46 1.07 0.34
H -3.4843 -4.2128 1.8411 -1.07 1.44 0.90 0.35
H -5.2489 -5.0425 3.6564 0.05 1.83 -0.30 0.34
H -6.8468 -3.1864 4.9244 1.27 0.45 -1.24 0.38
H -6.5225 -0.5211 4.3200 0.91 -1.50 -0.72 0.33
H -4.7577 0.2847 2.5519 0.01 -1.83 0.15 0.33
H -0.7675 -7.1129 1.6779 1.00 0.03 -0.55 0.35
C 3.6034 3.3786 -2.6200 -0.05 0.18 0.06 -1.12
C 2.6597 3.4739 -3.8100 0.00 -0.18 -0.07 0.06
C 3.1443 2.6729 -5.0214 -0.08 0.08 -0.05 -0.36
C 4.4821 3.1345 -5.6070 0.08 0.00 0.06 -0.89
C 4.5207 4.5988 -6.0496 0.07 -0.13 -0.08 0.31
C 3.5361 4.9074 -7.1687 -0.03 0.20 0.02 -1.35
H 4.5921 3.7806 -2.8554 -0.04 -0.06 0.05 0.27
H 3.2075 3.9495 -1.7767 0.09 -0.10 0.04 0.41
H 3.7211 2.3383 -2.3028 0.08 0.04 0.02 0.26
H 2.5098 4.5235 -4.0783 0.01 -0.07 -0.04 -0.04
H 1.6772 3.0930 -3.5096 0.01 0.05 -0.06 0.35
H 2.3731 2.7065 -5.7966 0.04 -0.03 0.01 0.38
H 3.2363 1.6181 -4.7365 -0.01 0.06 -0.04 -0.07
H 4.7251 2.4963 -6.4656 -0.03 0.07 0.06 0.41
H 5.2801 2.9664 -4.8777 -0.02 -0.02 0.01 0.35
H 5.5324 4.8310 -6.3994 -0.05 -0.02 0.07 0.43
H 4.3337 5.2628 -5.1997 0.00 -0.05 0.01 -0.41
H 3.7420 4.2917 -8.0478 -0.05 0.01 0.03 0.33
H 3.6171 5.9566 -7.4638 -0.05 -0.08 -0.05 0.40
H 2.5031 4.7309 -6.8593 0.05 0.00 -0.05 0.30
C 5.5664 10.5406 -0.9621 -0.02 0.12 -0.11 -1.20
C 4.1698 9.9584 -0.7939 0.02 -0.05 0.14 -0.37
C 4.1820 8.4962 -0.3429 -0.09 -0.01 -0.01 -0.77
C 4.8422 7.5236 -1.3249 0.08 0.01 -0.02 -0.78
C 4.2298 7.5079 -2.7270 0.05 -0.13 0.09 -0.04
C 2.7748 7.0614 -2.7345 -0.07 0.11 -0.16 -1.00
H 6.1366 10.0077 -1.7272 -0.01 0.04 0.07 0.29
H 5.5060 11.5883 -1.2664 0.09 -0.05 0.04 0.38
H 6.1219 10.4904 -0.0216 0.01 -0.01 -0.07 0.29
H 3.6102 10.0677 -1.7279 0.00 -0.05 0.03 0.24
H 3.6314 10.5496 -0.0453 -0.01 -0.05 -0.07 0.40
H 3.1528 8.1794 -0.1482 0.03 -0.03 -0.01 0.30
H 4.7038 8.4253 0.6188 -0.03 0.03 -0.06 0.40
H 4.7894 6.5124 -0.9020 -0.02 0.06 -0.05 0.31
H 5.9082 7.7541 -1.4094 -0.02 0.01 0.03 0.38
H 4.8101 6.8215 -3.3537 0.01 0.07 0.03 0.06
H 4.3162 8.4929 -3.1959 0.03 -0.02 0.05 0.31
H 2.6757 6.0556 -2.3200 -0.03 0.09 0.03 0.03
H 2.3908 7.0456 -3.7581 -0.06 -0.04 0.07 0.34
H 2.1409 7.7367 -2.1548 0.02 -0.05 -0.03 0.42
C -13.2253 -3.9378 2.8503 -0.11 0.12 -0.01 -1.18
C -12.4206 -3.8115 1.5641 0.03 -0.15 -0.01 -0.38
C -11.0195 -4.4169 1.6736 0.03 0.03 -0.08 -0.76
C -10.1099 -3.7544 2.7129 -0.02 0.00 0.10 -0.59
C -9.8861 -2.2542 2.5115 0.07 -0.15 0.06 -0.32
C -9.1913 -1.9316 1.1990 0.00 0.21 -0.08 -1.18
H -12.7472 -3.4098 3.6793 -0.04 -0.06 -0.03 0.28
H -14.2216 -3.5090 2.7176 0.03 -0.06 0.08 0.37
H -13.3411 -4.9880 3.1323 0.01 0.07 0.03 0.29
H -12.3626 -2.7598 1.2677 0.05 -0.04 0.00 0.24
H -12.9603 -4.3250 0.7611 0.06 0.06 0.02 0.37
H -10.5418 -4.3787 0.6901 0.02 0.00 0.04 0.31
H -11.1106 -5.4812 1.9209 -0.02 0.06 -0.01 0.38
H -9.1381 -4.2640 2.7004 -0.05 0.07 -0.02 0.31
H -10.5174 -3.9177 3.7150 -0.02 -0.03 -0.02 0.32
H -9.2670 -1.8800 3.3344 -0.07 -0.02 -0.01 0.29
H -10.8362 -1.7144 2.5727 0.01 -0.05 0.02 0.30
H -8.2161 -2.4226 1.1478 -0.02 0.02 -0.03 0.25
H -9.0339 -0.8535 1.1117 0.06 -0.07 -0.07 0.36
H -9.7808 -2.2470 0.3347 0.04 0.00 0.05 0.33
```
Positions in Å, forces in eV/Å.